(1)
{
  "formula": "C43H92F6N2O14P",
  "method": "ωB97M-V with the def2-TZVPD basis set",
  "elements": ["C", "C", "C", "C", "O", "C", "C", "O", "C", "F", "F", "C", "F", "F", "C", "F", "F", "C", "O", "O", "O", "C", "C", "C", "C", "C", "O", "O", "N", "C", "C", "C", "C", "N", "C", "P", "C", "C", "H", "H", "H", "H", "H", "H", "H", "H", "H", "H", "H", "H", "H", "H", "H", "H", "H", "H", "H", "H", "H", "H", "H", "H", "H", "H", "H", "H", "H", "H", "H", "H", "H", "H", "H", "H", "C", "C", "C", "O", "H", "H", "H", "H", "H", "H", "H", "H", "C", "C", "C", "O", "H", "H", "H", "H", "H", "H", "H", "H", "C", "C", "C", "O", "H", "H", "H", "H", "H", "H", "H", "H", "C", "C", "C", "O", "H", "H", "H", "H", "H", "H", "H", "H", "C", "C", "C", "O", "H", "H", "H", "H", "H", "H", "H", "H", "C", "C", "C", "O", "H", "H", "H", "H", "H", "H", "H", "H", "C", "C", "C", "O", "H", "H", "H", "H", "H", "H", "H", "H"],
  "positions_angstrom": [[5.645194, -1.943575, 5.464322], [5.259755, -1.165405, 4.168367], [3.765428, -0.761585, 4.276551], [3.011437, -0.700858, 2.916306], [2.454666, 0.615832, 2.749221], [2.382789, 1.058818, 1.432778], [3.775920, 1.140114, 0.716436], [3.808344, 0.822536, -0.390466], [5.090085, 1.512210, 1.467339], [5.803583, 0.364303, 1.384365], [4.934794, 1.674764, 2.774128], [6.021265, 2.582660, 0.840605], [7.246477, 2.285010, 1.258073], [6.086161, 2.459908, -0.477953], [5.803670, 4.081188, 1.164900], [5.010602, 4.709284, 0.304870], [6.996174, 4.672649, 0.994471], [5.325841, 4.475904, 2.581977], [4.185479, 4.477830, 2.845607], [6.249423, 4.872067, 3.498079], [1.551790, 0.128257, 0.744462], [0.284003, 0.046190, 1.366770], [-0.451914, 1.372863, 1.705642], [-1.559370, 1.004922, 2.696538], [-2.767839, 2.002538, 2.783485], [-2.608533, 3.282010, 1.978649], [-2.793575, 3.272855, 0.822636], [-2.240412, 4.458872, 2.561612], [0.399286, 2.579350, 1.974472], [0.469567, 3.193585, 3.335557], [1.761283, 3.131828, 4.182593], [1.689818, 2.298367, 5.503643], [0.823216, 1.034036, 5.489039], [1.264248, 0.116938, 6.569551], [1.690006, 2.439043, 1.233145], [1.318358, 2.960365, -0.527228], [0.270916, 1.821421, -1.503778], [2.707367, 3.713257, -1.449431], [6.625836, -2.395504, 5.292369], [4.866056, -2.677305, 5.688414], [5.707861, -1.252630, 6.310516], [5.481118, -1.739675, 3.265611], [5.854314, -0.248080, 4.201055], [3.209428, -1.424552, 4.946846], [3.700355, 0.242148, 4.711151], [3.592609, -1.083049, 2.067997], [2.155977, -1.386222, 3.023244], [6.111026, 5.831393, 3.574939], [0.278442, -0.571329, 2.282696], [-0.371435, -0.493134, 0.672623], [-1.028021, 1.582190, 0.796584], [-1.978671, 0.063266, 2.330183], [-1.226366, 0.793133, 3.713866], [-2.903264, 2.282208, 3.841117], [-3.685129, 1.481567, 2.509068], [-2.661454, 4.476377, 3.437791], [-0.039193, 3.313510, 1.386357], [-0.344920, 2.914680, 4.009868], [0.268087, 4.261841, 3.204248], [1.987857, 4.146174, 4.530620], [2.674209, 2.829735, 3.669719], [2.718000, 1.985585, 5.723952], [1.412868, 2.949277, 6.340317], [-0.203235, 1.338614, 5.766075], [0.736273, 0.528255, 4.523643], [1.346633, -0.828944, 6.208850], [0.540658, 0.051987, 7.277612], [2.420409, 3.194571, 1.564449], [-0.776990, 1.989901, -1.257474], [0.502357, 0.751958, -1.475104], [0.351633, 2.117167, -2.558886], [3.715211, 3.335131, -1.261456], [2.728164, 4.798783, -1.328927], [2.514097, 3.544656, -2.517178], [-2.959448, -3.681040, 2.400626], [-2.442175, -2.991053, 3.651533], [-2.828347, -3.755650, 4.906744], [-2.967896, -1.659663, 3.715063], [-4.051439, -3.739872, 2.413684], [-2.682408, -3.113126, 1.509613], [-2.559823, -4.691550, 2.308294], [-1.354710, -2.899633, 3.598027], [-3.915795, -3.817877, 5.001618], [-2.458407, -3.243926, 5.797036], [-2.422782, -4.768031, 4.892393], [-3.929447, -1.722381, 3.762263], [2.634624, -1.700066, -1.930134], [2.771804, -1.915258, -3.428253], [4.090655, -2.584685, -3.777458], [2.680182, -0.655109, -4.099869], [3.427102, -1.051842, -1.560459], [1.688330, -1.210489, -1.696594], [2.678668, -2.647667, -1.388554], [1.944810, -2.528314, -3.789659], [4.934516, -1.962138, -3.464475], [4.174957, -2.720733, -4.856730], [4.179477, -3.559064, -3.293870], [3.407467, -0.100741, -3.792069], [-1.615614, -6.907949, -0.994673], [-1.394480, -7.270675, 0.466319], [-1.146075, -8.761156, 0.634370], [-2.534757, -6.882399, 1.235639], [-2.492952, -7.424764, -1.392732], [-1.800661, -5.836733, -1.100095], [-0.750301, -7.173732, -1.603965], [-0.543271, -6.710622, 0.858474], [-2.008403, -9.337690, 0.288589], [-0.997407, -9.007999, 1.686414], [-0.266809, -9.081684, 0.073428], [-3.297603, -7.369488, 0.901864], [-2.152070, 4.031998, -3.983796], [-3.054752, 2.841156, -3.697418], [-4.522219, 3.231199, -3.758202], [-2.750864, 2.310034, -2.404374], [-2.304723, 4.819700, -3.240374], [-1.101195, 3.739715, -3.929083], [-2.346532, 4.446478, -4.973982], [-2.856290, 2.048239, -4.420570], [-4.752237, 3.993817, -3.008138], [-5.157368, 2.370248, -3.541909], [-4.786103, 3.621466, -4.742740], [-2.923342, 3.001684, -1.751777], [3.639863, 0.039482, -8.606426], [2.693284, -1.124311, -8.353617], [1.242247, -0.705818, -8.537680], [2.885415, -1.620828, -7.031042], [3.448662, 0.852608, -7.899903], [4.675567, -0.272168, -8.463292], [3.529453, 0.427388, -9.620697], [2.928139, -1.942535, -9.036411], [0.975712, 0.083741, -7.828862], [0.574569, -1.547151, -8.345703], [1.060312, -0.340121, -9.549961], [2.682160, -0.909584, -6.407660], [-3.520860, -2.051137, -1.856679], [-2.117774, -1.468072, -1.862689], [-1.235155, -2.156109, -2.890314], [-1.535923, -1.605305, -0.556646], [-3.496867, -3.114299, -1.597307], [-4.140025, -1.553004, -1.108688], [-3.997370, -1.941906, -2.831382], [-2.165820, -0.398343, -2.077252], [-1.137362, -3.222889, -2.664984], [-0.230034, -1.732853, -2.876815], [-1.644001, -2.049757, -3.895854], [-1.487400, -2.547122, -0.349844], [-8.750921, 3.131940, -2.361049], [-8.658181, 1.637789, -2.630153], [-9.772528, 0.879096, -1.926459], [-7.390090, 1.148296, -2.190325], [-8.652800, 3.338533, -1.291208], [-7.941315, 3.662510, -2.865149], [-9.702582, 3.538298, -2.707116], [-8.711812, 1.454823, -3.704292], [-9.707144, 1.013943, -0.842808], [-9.689053, -0.191010, -2.121389], [-10.754476, 1.218531, -2.259745], [-7.325845, 1.302346, -1.240662]],
  "forces_ev_per_angstrom": [[0.0315, 0.4163, -0.9745], [-0.5442, 0.0745, 1.6632], [0.2171, 0.4299, -1.0683], [-0.5525, -0.8110, 1.3721], [0.6728, 1.0220, -0.1936], [-1.4577, -0.6064, 0.3228], [-1.5736, 0.6253, 3.3705], [0.8508, -0.7391, -4.0252], [0.1708, -1.3280, -0.4762], [0.2283, -0.5273, -0.5959], [-0.3407, 1.2481, 0.7982], [0.2252, 0.2017, 0.0788], [0.6462, -0.0736, 1.0520], [-0.8049, -0.0727, -1.0092], [1.3165, 0.9890, 0.9533], [-1.2584, -0.4109, -0.5658], [0.7594, -0.0212, -0.0886], [1.3021, -0.1356, 0.7398], [-2.4874, -0.1238, -0.1903], [0.3070, 0.1847, -1.1939], [0.6181, 0.3316, -0.2296], [-0.4638, -0.3248, 0.6344], [-1.1666, -1.6317, -0.7152], [-0.3922, 0.5726, 0.0762], [0.3885, 0.4830, 1.5171], [-0.5010, -0.5032, 1.2832], [0.0404, -0.0292, -3.0257], [-0.5021, -0.4239, 0.8614], [-0.0761, 0.1799, -0.2127], [0.5678, 1.2712, 1.7551], [0.3261, -0.3047, 0.9443], [0.5244, -0.1941, -0.8299], [-0.7615, 0.3370, 1.2410], [-0.2343, -0.3292, -0.4043], [2.1915, -0.4299, -0.1578], [-1.7219, 1.7497, 0.1934], [0.5270, -0.7267, -0.4814], [0.6972, -0.4407, -0.3720], [-0.2006, -0.2015, 0.4024], [0.3865, -0.1966, 0.0070], [0.0099, -0.1214, -0.0974], [-0.0561, 0.0467, 0.1240], [0.0643, -0.1953, -0.5512], [0.2611, -0.0398, -0.1087], [-0.0466, -0.2179, 0.0507], [0.0620, 0.5576, 0.0031], [0.1354, 0.1157, -0.3919], [0.2301, -0.1448, 0.5376], [0.5635, 0.1837, -0.1449], [0.2524, 0.2602, 0.0058], [0.5019, 0.5629, 0.0566], [0.2317, 0.0697, 0.0194], [0.2603, 0.0275, -0.2475], [0.0594, -0.1628, -0.1782], [0.1015, 0.2837, -0.3690], [0.4983, 0.2040, 0.0033], [0.0167, -0.0496, 0.1067], [-0.1268, -0.6563, -0.7078], [0.0904, -0.2389, -0.5399], [-0.1601, -0.0203, -0.4188], [-0.4856, -0.0647, -0.3266], [-0.1954, 0.0219, 0.0222], [-0.2028, -0.2132, -0.1111], [0.1188, -0.0318, -0.4283], [0.4724, 0.1495, 0.0654], [0.1416, 0.1251, 0.0492], [0.1573, 0.0912, 0.0213], [-0.5765, 0.1880, 0.1553], [0.1721, -0.0108, 0.0710], [0.1036, 0.1787, 0.1467], [0.1302, 0.1341, 0.2393], [-0.2054, -0.1138, -0.0194], [-0.1972, -0.2028, 0.3012], [-0.1108, -0.1488, 0.2365], [0.2467, 0.0117, -0.1454], [-0.6689, -0.3429, -0.0592], [0.1663, 0.0862, 0.1890], [0.2486, 0.3511, 0.0318], [0.0124, -0.0677, 0.0976], [0.0088, 0.0296, 0.0358], [-0.0965, -0.0133, -0.0235], [-0.0242, 0.2079, 0.0106], [0.0047, -0.0677, -0.1115], [0.0452, -0.0245, -0.0291], [-0.0440, 0.0029, -0.0095], [0.0743, -0.0997, 0.0079], [-0.2317, -0.1027, -0.0229], [0.5706, 0.0326, 0.3371], [0.0081, -0.1055, -0.2584], [-0.3320, 0.1525, -0.2327], [0.0907, -0.0988, -0.0604], [-0.0170, -0.0430, 0.0413], [-0.0053, 0.0053, -0.0124], [-0.0458, 0.1663, -0.1604], [-0.0471, -0.0120, 0.1321], [-0.0738, -0.0244, 0.0209], [0.0211, 0.0274, 0.0158], [-0.0102, -0.1106, 0.0101], [0.0761, 0.2171, -0.0213], [-0.3916, -0.4409, -0.3767], [0.1304, -0.0324, 0.1891], [0.1385, 0.2241, 0.1628], [0.0598, -0.0966, 0.0223], [0.0505, -0.0057, 0.0166], [-0.0357, -0.0099, -0.0160], [-0.1210, 0.0728, 0.1256], [0.0225, 0.0519, -0.1118], [0.0474, 0.0387, -0.0213], [-0.0329, -0.0216, -0.0053], [0.0719, 0.0089, 0.0267], [0.1978, -0.0798, -0.0531], [-0.1902, 0.6051, 0.2221], [-0.1696, -0.2389, -0.0430], [0.0944, -0.2413, -0.0002], [-0.1157, -0.0015, -0.0364], [-0.0219, -0.0219, -0.0691], [0.0099, 0.0201, 0.0258], [0.0514, -0.1098, 0.1490], [0.0977, 0.0735, -0.0546], [0.0148, 0.0037, -0.0355], [0.0014, 0.0261, 0.0273], [-0.0843, -0.0649, -0.0094], [0.1959, -0.0637, -0.0933], [-0.1598, 0.5274, 0.3232], [-0.1335, -0.1586, -0.0849], [0.0666, -0.2075, -0.0920], [-0.1180, -0.0009, -0.0432], [-0.0271, -0.0373, -0.0501], [0.0063, 0.0283, 0.0272], [0.0290, -0.0792, 0.1282], [0.0954, 0.0614, -0.0460], [0.0416, -0.0164, -0.0510], [-0.0177, 0.0185, 0.0269], [0.0340, -0.1368, 0.1099], [-0.1175, 0.1279, 0.1588], [-0.1510, -0.5306, -0.2343], [0.1872, 0.0993, 0.0166], [0.0276, 0.2034, 0.0762], [0.0702, -0.0204, -0.1037], [0.0019, 0.0568, -0.0683], [-0.0026, -0.0147, 0.0208], [0.0568, 0.0326, 0.2066], [-0.1177, -0.0093, -0.0241], [-0.0196, 0.0653, -0.0585], [0.0072, -0.0257, 0.0144], [-0.0227, 0.0390, -0.0888], [0.1032, 0.1161, -0.1795], [-0.1640, 0.1962, 0.6364], [-0.0414, -0.1978, -0.1159], [0.1718, -0.1105, -0.2702], [-0.1056, -0.0705, 0.0162], [-0.0393, -0.0281, -0.0482], [0.0126, 0.0125, 0.0362], [0.1755, -0.0756, 0.0202], [-0.0178, 0.1253, -0.0218], [-0.0136, 0.0328, -0.0592], [0.0052, -0.0039, 0.0394], [-0.0496, 0.0090, -0.0735]],
  "lowdin_charge": [-0.099, -0.239, -0.156, -0.130, -0.083, -0.399, -0.200, 0.211, -0.338, 0.148, 0.172, -0.374, 0.185, 0.187, -0.368, 0.162, 0.157, -0.402, 0.183, 0.141, -0.050, -0.112, -0.198, -0.105, -0.050, -0.548, 0.153, 0.101, -0.019, -0.077, -0.153, -0.172, -0.281, 0.011, -0.269, 1.029, -0.236, -0.255, 0.072, 0.068, 0.077, 0.105, 0.095, 0.095, 0.101, 0.137, 0.121, 0.148, 0.124, 0.112, 0.128, 0.112, 0.096, 0.119, 0.131, 0.128, 0.117, 0.119, 0.131, 0.114, 0.069, 0.100, 0.113, 0.107, 0.088, 0.053, 0.067, 0.122, 0.009, 0.036, 0.052, 0.014, 0.040, 0.053, -0.045, -0.486, -0.055, -0.072, 0.092, 0.060, 0.065, 0.133, 0.085, 0.078, 0.086, 0.093, -0.056, -0.483, -0.049, -0.061, 0.059, 0.051, 0.090, 0.134, 0.085, 0.074, 0.083, 0.092, -0.060, -0.497, -0.061, -0.070, 0.085, 0.063, 0.083, 0.136, 0.084, 0.081, 0.082, 0.092, -0.056, -0.482, -0.057, -0.083, 0.085, 0.065, 0.083, 0.140, 0.084, 0.071, 0.084, 0.070, -0.064, -0.496, -0.064, -0.069, 0.079, 0.079, 0.079, 0.138, 0.079, 0.078, 0.079, 0.060, -0.048, -0.468, -0.039, -0.084, 0.079, 0.080, 0.086, 0.126, 0.083, 0.057, 0.091, 0.080, -0.062, -0.498, -0.065, -0.066, 0.081, 0.072, 0.082, 0.139, 0.080, 0.079, 0.082, 0.084],
  "orbital_gap_ev": 8.037,
  "total_charge": 1
}

***

(2)
{
  "formula": "C10H15N6S2V",
  "method": "ωB97M-V with the def2-TZVPD basis set",
  "elements": ["V", "N", "C", "S", "N", "N", "C", "C", "C", "C", "C", "C", "N", "H", "H", "H", "H", "H", "H", "H", "C", "N", "C", "S", "N", "C", "H", "H", "H", "H", "H", "H", "H", "H"],
  "positions_angstrom": [[-0.608010, -0.429876, -0.906576], [0.845625, -4.263068, -1.865294], [0.536576, -2.943842, -1.863295], [-1.141619, -2.521900, -1.544274], [1.491165, -2.103775, -2.037949], [1.090364, -0.810536, -1.857424], [1.771521, 0.190045, -2.267806], [1.231260, 1.527679, -2.025279], [1.920811, 2.680197, -2.315966], [1.280869, 3.918289, -2.227604], [-0.108350, 3.877795, -1.945703], [-0.711645, 2.664830, -1.573282], [-0.054185, 1.478139, -1.600094], [0.149398, -4.968984, -2.028385], [1.775786, -4.509207, -2.096350], [2.674342, -0.038689, -2.805918], [2.964635, 2.650637, -2.669569], [1.790053, 4.827572, -2.498078], [-0.759271, 4.739114, -1.922526], [-1.747435, 2.689128, -1.262233], [-2.139882, 1.091900, 3.415367], [-1.248989, 0.782633, 2.314978], [-0.625535, -0.401238, 2.121036], [0.662606, -0.576516, 0.964114], [-0.968533, -1.458923, 2.797394], [-0.242327, -2.712265, 2.749495], [-2.367156, 2.138022, 3.367475], [-1.622114, 0.910978, 4.428673], [-3.068957, 0.505312, 3.423838], [-0.811246, 1.587933, 1.865214], [-1.730370, -1.356275, 3.495381], [-0.116949, -3.054732, 3.829173], [0.723805, -2.630198, 2.247405], [-0.836226, -3.480189, 2.294054]],
  "forces_ev_per_angstrom": [[0.1253, 0.3116, 0.1103], [-0.9810, 0.9449, -0.0022], [-0.2131, -1.8364, 0.2519], [-0.4896, 0.0878, -0.0761], [1.1677, 1.3251, -0.3020], [-0.6240, -0.2748, -0.0098], [0.5797, -0.7097, -0.0056], [-0.0714, -1.0125, -0.3316], [0.7697, 0.7138, -0.2808], [-1.8281, -0.9116, -0.1857], [0.6680, -0.5947, 0.5549], [0.8320, 0.1937, -0.3253], [-0.6108, 1.6243, -0.0512], [-0.2292, 0.0606, 0.1149], [0.9526, -0.1806, -0.2387], [0.4832, 0.3569, -0.1384], [-0.6301, -0.2264, 0.3170], [0.0322, 0.1831, 0.1122], [0.2781, 0.2546, -0.0905], [-0.0595, -0.2723, -0.0211], [0.5201, -0.8780, 2.0743], [0.8085, -0.2062, -0.8345], [-0.4804, 0.8161, 0.2811], [0.1431, 0.7705, -0.2257], [-0.8465, 0.3616, 0.9145], [0.1800, -1.1674, 2.1892], [-0.2761, 0.4169, -0.0348], [-0.6312, 0.2353, -1.4410], [0.2346, 0.1865, -0.3078], [-0.1159, -0.5583, 0.1883], [0.8273, -0.2546, -0.6252], [0.1660, 0.4809, -1.3883], [-0.3495, 0.0663, 0.3278], [-0.3318, -0.3070, -0.5200]],
  "nbo_charge": [1.131, -0.741, 0.321, -0.089, -0.371, -0.282, 0.108, 0.154, -0.191, -0.076, -0.210, 0.073, -0.557, 0.424, 0.424, 0.250, 0.268, 0.265, 0.262, 0.222, -0.450, -0.562, 0.353, -0.074, -0.517, -0.436, 0.253, 0.229, 0.227, 0.429, 0.436, 0.247, 0.246, 0.233],
  "orbital_gap_ev": [7.105, 7.417],
  "total_charge": 2,
  "multiplicity": 3
}

***

The calculation returns the following total energy values, one per record and in order: -3796.67450, -2458.45760 Eh.
The calculation returns the following ΔE to the lowest compared entry with this formula, charge and spin values, one per record and in order: 0.0, 5.8 kcal per mole.